Entry from OMol25: a molecular structure, C26H49Br2FN2O4P2 (wB97M-V/def2-TZVPD).

The HOMO energy is -0.296 Eh.

Each line ends with the Löwdin charge.
Geometry (Å):
1 C 4.180 -1.777 1.627  -0.019
2 C 4.101 -0.352 1.765  -0.171
3 C 3.359 0.612 0.728  -0.171
4 C 1.849 1.060 1.048  -0.347
5 C 1.983 2.478 1.790  -0.210
6 C 3.114 2.624 2.911  -0.177
7 C 4.424 3.467 2.427  -0.225
8 O 5.130 3.943 3.629  -0.121
9 C 0.764 -0.030 1.596  -0.377
10 F -0.490 0.595 2.058  -0.115
11 P 1.150 -1.026 3.193  0.959
12 C -0.460 -1.804 3.907  -0.299
13 C 1.672 0.121 4.619  -0.287
14 C 0.658 -0.955 0.244  -0.192
15 C -0.348 -2.120 0.599  -0.187
16 C -1.128 -2.922 -0.526  -0.202
17 C -2.605 -3.294 0.073  -0.262
18 N -3.690 -2.495 -0.615  -0.020
19 N 0.524 -0.070 -0.989  -0.089
20 C 0.969 -0.736 -2.246  -0.173
21 C 2.220 -1.688 -2.313  -0.651
22 C 2.514 -1.870 -3.924  -0.148
23 Br 2.052 -3.550 -1.652  0.736
24 C -0.922 0.285 -1.380  -0.621
25 O -1.939 0.090 -0.643  -0.006
26 O -1.257 0.767 -2.654  -0.143
27 C 1.203 1.211 -0.479  -0.616
28 Br -0.178 2.716 -0.284  0.926
29 P 2.366 2.288 -1.555  0.940
30 C 3.614 1.307 -2.608  -0.310
31 C 1.370 3.188 -2.947  -0.440
32 C 1.322 4.796 -2.662  -0.192
33 H 5.007 -2.329 2.205  0.073
34 H 3.518 -2.391 0.935  0.033
35 H 4.676 0.057 2.679  0.098
36 H 4.080 1.495 0.564  0.109
37 H 3.272 -0.056 -0.214  0.077
38 H 2.215 3.358 1.075  0.086
39 H 0.978 2.642 2.342  0.102
40 H 3.494 1.689 3.415  0.063
41 H 2.661 3.283 3.750  0.129
42 H 4.142 4.358 1.773  0.124
43 H 5.175 2.778 1.888  0.114
44 H 5.960 3.410 3.704  0.092
45 H -0.266 -2.227 4.949  0.045
46 H -1.261 -0.971 3.981  0.058
47 H -0.854 -2.658 3.261  0.024
48 H 2.828 0.072 4.645  0.034
49 H 1.327 1.202 4.513  0.045
50 H 1.330 -0.393 5.585  0.050
51 H 1.679 -1.495 0.350  0.105
52 H 0.206 -2.889 1.264  0.119
53 H -1.175 -1.680 1.280  0.101
54 H -1.345 -2.393 -1.507  0.100
55 H -0.685 -3.956 -0.799  0.071
56 H -2.649 -3.238 1.214  0.103
57 H -2.841 -4.395 -0.198  0.114
58 H -4.549 -3.045 -0.398  0.061
59 H -3.838 -1.589 -0.149  0.051
60 H 0.097 -1.346 -2.701  0.156
61 H 1.150 0.099 -3.027  0.133
62 H 3.218 -1.317 -1.916  0.066
63 H 2.764 -2.972 -4.167  0.059
64 H 1.575 -1.571 -4.521  0.098
65 H 3.412 -1.246 -4.257  0.074
66 H 4.317 2.116 -3.053  0.061
67 H 3.147 0.808 -3.540  0.034
68 H 4.296 0.608 -2.023  0.038
69 H 0.347 2.732 -3.134  0.051
70 H 1.940 3.108 -3.955  0.085
71 H 0.592 5.064 -1.818  0.042
72 H 0.992 5.322 -3.620  0.071
73 H 2.381 5.130 -2.382  0.064
74 C -8.393 -0.767 -1.817  -0.182
75 C -7.480 0.101 -0.982  -0.177
76 C -7.300 -0.739 0.267  -0.207
77 O -7.398 -2.112 -0.138  -0.152
78 C -7.895 -2.159 -1.483  -0.208
79 H -8.355 -0.546 -2.885  0.114
80 H -9.428 -0.650 -1.479  0.114
81 H -6.519 0.225 -1.490  0.119
82 H -7.886 1.093 -0.773  0.114
83 H -8.096 -0.547 0.994  0.115
84 H -6.336 -0.567 0.752  0.112
85 H -7.066 -2.451 -2.137  0.117
86 H -8.680 -2.915 -1.559  0.115



Entry from OMol25: 2 unconnected molecules or ions with the total composition CH3I2O2P (wB97M-V/def2-TZVPD).

As for the structure (SMILES): COP=O.II. The HOMO energy is -0.347 Eh.

Each line ends with the natural charge from an NBO analysis.
Geometry (Å):
1 C 0.049 -1.019 0.374  -0.237
2 O -0.680 2.390 1.667  -1.004
3 O 0.134 0.203 1.049  -0.861
4 P -0.738 1.038 2.151  1.540
5 I 1.670 0.985 -2.095  0.017
6 I -0.404 0.258 -3.614  -0.005
7 H 0.779 -0.974 -0.408  0.196
8 H -1.063 -1.054 -0.135  0.174
9 H 0.254 -1.826 1.011  0.179



Entry from OMol25: a molecular structure, C21H31CrF5P2S (wB97M-V/def2-TZVPD).

As for the expectation value of S²: 6.11. The HOMO energy (spin up / spin down) is -0.242 / -0.242 Eh. As for the multiplicity: 5.

Each line ends with the natural charge from an NBO analysis.
Geometry (Å):
1 P 0.849 -2.218 -1.442  0.810
2 P 0.444 1.642 -1.957  1.041
3 C 0.301 -1.086 -2.794  -0.709
4 C 1.123 0.213 -2.893  -0.745
5 H -0.782 -0.860 -2.645  0.255
6 H 0.391 -1.575 -3.788  0.236
7 H 2.154 0.118 -2.513  0.216
8 H 1.174 0.592 -3.935  0.237
9 C 0.044 2.695 -3.444  -0.921
10 H -0.355 3.657 -3.121  0.241
11 H -0.606 2.183 -4.156  0.230
12 H 1.014 2.874 -3.919  0.209
13 C 1.909 2.631 -1.582  -0.954
14 H 2.070 3.258 -2.471  0.221
15 H 2.770 1.965 -1.437  0.232
16 H 1.703 3.267 -0.710  0.248
17 C 0.153 -3.744 -2.131  -0.929
18 H 0.309 -4.556 -1.413  0.249
19 H 0.633 -4.012 -3.083  0.239
20 H -0.919 -3.553 -2.299  0.258
21 C 2.689 -2.330 -1.768  -0.996
22 H 3.192 -1.355 -1.666  0.259
23 H 2.845 -2.768 -2.772  0.280
24 H 3.124 -3.044 -1.034  0.262
25 Cr 1.977 -2.001 0.421  0.929
26 C -1.411 2.105 -0.779  -0.246
27 C -2.475 2.325 -1.669  -0.336
28 C -3.417 1.292 -2.052  -0.439
29 C -4.491 0.874 -0.919  -0.441
30 C -4.087 -0.362 -0.146  -0.181
31 C -2.886 -0.991 -0.203  -0.209
32 C -1.586 -0.330 0.237  -0.449
33 C -1.621 1.197 0.435  -0.455
34 C 3.392 -3.108 1.638  -1.108
35 H -0.804 2.985 -0.472  0.210
36 H -2.644 3.352 -2.064  0.201
37 H -2.920 0.355 -2.412  0.188
38 H -4.046 1.689 -2.877  0.212
39 H -4.680 1.754 -0.264  0.219
40 H -5.442 0.613 -1.434  0.221
41 H -4.956 -0.812 0.351  0.197
42 H -2.765 -1.988 -0.669  0.191
43 H -0.826 -0.577 -0.521  0.177
44 H -1.181 -0.788 1.179  0.250
45 H -2.574 1.416 0.921  0.226
46 H -0.873 1.451 1.191  0.230
47 H 3.442 -2.641 2.638  0.232
48 H 4.441 -3.243 1.319  0.202
49 H 2.972 -4.145 1.786  0.193
50 F 0.195 1.487 7.668  -0.305
51 C 0.678 0.945 6.537  0.298
52 C 1.916 1.368 6.034  0.250
53 F 2.668 2.329 6.630  -0.294
54 C 2.373 0.793 4.855  0.328
55 F 3.654 1.042 4.497  -0.299
56 C 1.525 -0.014 4.031  -0.263
57 S 1.903 -0.255 2.375  -0.368
58 C 0.288 -0.429 4.602  0.317
59 F -0.553 -1.236 3.903  -0.307
60 C -0.113 -0.002 5.860  0.256
61 F -1.300 -0.442 6.343  -0.296



Entry from OMol25: a molecular structure, C28H29AsCaN4O6PS6Se (wB97M-V/def2-TZVPD).

The HOMO energy is -0.147 Eh. The total charge is -1.

Each line ends with the Löwdin charge.
Geometry (Å):
1 Ca 2.595 8.175 16.844  1.217
2 Se 0.534 15.986 17.003  1.047
3 N 1.907 15.030 16.173  -0.201
4 C 1.740 13.763 16.568  -0.315
5 C 2.610 12.712 16.069  -0.090
6 C 3.702 12.969 15.230  0.013
7 C 4.577 11.943 14.946  -0.028
8 C 4.262 10.661 15.323  -0.055
9 N 3.118 10.394 16.032  0.023
10 C 2.219 11.355 16.329  -0.110
11 C 0.997 11.060 17.158  -0.088
12 N 0.645 9.764 17.515  0.063
13 C -0.495 9.525 18.215  -0.073
14 C -1.336 10.512 18.670  -0.050
15 C -1.006 11.764 18.333  -0.016
16 C 0.226 12.099 17.752  -0.074
17 C 0.586 13.480 17.425  -0.347
18 N -0.186 14.472 17.743  -0.222
19 H 3.877 13.987 14.941  0.111
20 H 5.441 12.092 14.308  0.117
21 H 4.864 9.787 15.150  0.106
22 H -0.680 8.495 18.287  0.105
23 H -2.232 10.346 19.210  0.107
24 H -1.729 12.505 18.669  0.123
25 O 0.826 3.774 16.475  -0.265
26 As 1.201 5.177 15.496  0.864
27 O 0.383 5.638 14.171  -0.466
28 O 1.402 6.393 16.626  -0.652
29 C 2.744 4.549 14.386  -0.205
30 C 2.515 3.326 13.758  -0.105
31 C 3.523 2.927 12.913  -0.080
32 C 4.826 3.547 12.938  -0.049
33 C 5.031 4.734 13.676  -0.085
34 C 3.989 5.230 14.440  -0.237
35 S 4.515 6.777 15.202  0.490
36 O 5.840 7.060 14.639  -0.321
37 O 3.578 7.833 14.818  -0.491
38 O 4.384 6.607 16.683  -0.439
39 H 0.745 3.984 17.436  0.054
40 H 1.569 2.794 13.845  0.110
41 H 3.368 2.034 12.326  0.090
42 H 5.651 3.145 12.374  0.087
43 H 6.063 5.073 13.806  0.110
44 C 2.660 5.265 20.136  -0.462
45 S 4.168 4.479 19.613  0.808
46 C 5.365 5.704 19.536  -0.999
47 C 5.068 7.065 19.649  -1.134
48 S 3.651 8.113 19.624  0.371
49 S 6.379 8.040 20.265  0.786
50 C 7.688 6.922 19.795  -1.500
51 S 9.089 7.576 19.316  0.514
52 S 7.077 5.303 19.767  0.857
53 H 2.164 4.387 20.576  0.023
54 H 2.152 5.663 19.227  0.009
55 H 2.818 5.943 20.962  0.008
56 C -1.075 6.602 10.852  -0.168
57 C -1.185 7.649 11.939  -0.427
58 P 0.301 8.845 12.070  0.951
59 C 1.680 7.724 11.551  -0.437
60 C 2.998 8.506 11.737  -0.176
61 C 0.187 9.827 10.517  -0.450
62 C 0.479 11.349 10.807  -0.196
63 H -2.156 6.324 10.600  0.082
64 H -0.471 5.741 11.063  0.060
65 H -0.749 7.229 9.985  0.059
66 H -1.111 7.237 12.902  0.008
67 H -2.018 8.297 11.784  0.047
68 H 1.629 7.325 10.530  0.072
69 H 1.676 6.885 12.254  0.053
70 H 3.574 8.262 12.667  0.049
71 H 2.825 9.613 11.718  0.043
72 H 3.678 8.289 10.875  0.071
73 H -0.896 9.741 10.121  0.089
74 H 0.918 9.480 9.737  0.079
75 H 0.565 11.896 9.882  0.044
76 H 1.341 11.517 11.407  0.024
77 H -0.387 11.838 11.328  0.070



Entry from OMol25: 2 unconnected molecules or ions with the total composition C2H3Cl (wB97M-V/def2-TZVPD).

The HOMO energy (spin up / spin down) is -0.370 / -0.335 Eh.

Each line ends with the natural charge from an NBO analysis.
Geometry (Å):
1 C 0.184 -0.241 0.199  -0.089
2 C -0.680 0.281 -0.549  -0.315
3 Cl -2.388 0.072 -0.039  -0.064
4 H 2.877 -0.120 0.857  -0.001
5 H 0.611 -0.756 1.057  0.229
6 H -0.603 0.765 -1.525  0.240



Entry from OMol25: 2 unconnected molecules or ions with the total composition CH3IN2O2 (wB97M-V/def2-TZVPD).

The HOMO energy is -0.334 Eh.

Each line ends with the natural charge from an NBO analysis.
Geometry (Å):
1 C -0.278 -1.211 0.151  0.796
2 N -1.758 0.689 -0.185  -0.613
3 N -1.319 -0.617 0.206  -0.399
4 O 0.496 -2.060 0.115  -0.547
5 O 1.211 1.347 0.191  -1.075
6 I 2.706 0.286 0.073  1.038
7 H -2.304 0.948 0.724  0.363
8 H -0.870 1.196 -0.223  0.390
9 H 2.116 -0.578 -1.050  0.048



Entry from OMol25: a molecular structure, C4H10N4 (wB97M-V/def2-TZVPD).

The HOMO energy is -0.300 Eh.

Each line ends with the natural charge from an NBO analysis.
Geometry (Å):
1 C 1.412 0.359 -0.245  -0.041
2 C 0.836 0.541 1.260  -0.409
3 C -0.062 0.624 0.135  -0.058
4 C -0.958 -0.461 0.020  0.468
5 H 2.712 -1.170 -0.169  0.378
6 H 1.874 -0.899 -1.709  0.374
7 H 1.827 1.144 -0.807  0.205
8 H 0.752 -0.341 1.794  0.221
9 H 1.347 1.463 1.678  0.247
10 H -0.619 2.508 0.780  0.309
11 H -1.793 1.472 -0.963  0.438
12 H -1.213 -2.366 0.102  0.372
13 H 0.305 -1.945 0.458  0.404
14 H -2.739 -0.924 -0.393  0.341
15 N 1.867 -0.865 -0.773  -0.875
16 N -0.469 1.938 -0.418  -0.841
17 N -0.672 -1.705 0.488  -0.798
18 N -2.130 -0.128 -0.411  -0.736



Entry from OMol25: 6 unconnected molecules or ions with the total composition C24H57N3O12S3 (wB97M-V/def2-TZVPD).

As for the structure (SMILES): O=S1(=O)OCCO1.O=S1(=O)OCCO1.O=S1(=O)OCCO1.CCN(CC)CC.CCN(CC)CC.CCN(CC)CC. The HOMO energy is -0.224 Eh.

Each line ends with the Löwdin charge.
Geometry (Å):
1 C 0.424 -0.966 0.815  -0.118
2 C 1.488 -2.085 1.083  -0.165
3 N 2.367 -1.724 2.212  -0.164
4 C 3.417 -0.778 1.850  -0.208
5 C 4.365 -0.760 3.123  -0.080
6 C 1.753 -1.634 3.540  -0.248
7 C 0.530 -2.522 3.726  -0.064
8 H 0.904 0.006 0.922  0.057
9 H -0.517 -1.053 1.358  0.043
10 H 0.119 -1.084 -0.225  0.071
11 H 0.976 -3.041 1.187  0.097
12 H 1.931 -2.307 0.112  0.099
13 H 3.942 -1.238 1.013  0.105
14 H 3.026 0.187 1.526  0.083
15 H 4.721 -1.675 3.596  0.078
16 H 5.239 -0.187 2.813  0.069
17 H 3.858 -0.149 3.870  0.009
18 H 1.437 -0.624 3.799  0.031
19 H 2.468 -1.931 4.308  0.114
20 H 0.359 -2.435 4.799  0.089
21 H 0.786 -3.565 3.537  0.087
22 H -0.331 -2.296 3.096  -0.008
23 C -3.935 0.433 0.733  -0.031
24 C -2.403 0.239 1.083  -0.202
25 N -1.625 -0.796 0.392  -0.292
26 C -1.913 -2.185 0.671  -0.235
27 C -2.059 -2.595 2.112  -0.060
28 C -1.537 -0.653 -1.074  -0.234
29 C -0.704 0.597 -1.501  -0.063
30 H -4.159 1.493 0.861  -0.005
31 H -4.543 -0.260 1.314  0.070
32 H -4.212 0.169 -0.288  0.065
33 H -1.812 1.110 0.799  -0.001
34 H -2.306 0.158 2.166  0.132
35 H -2.736 -2.561 0.064  0.108
36 H -0.950 -2.628 0.415  0.112
37 H -1.406 -2.007 2.758  0.035
38 H -3.123 -2.369 2.188  0.079
39 H -2.014 -3.653 2.373  0.100
40 H -2.583 -0.605 -1.374  0.055
41 H -1.146 -1.556 -1.544  0.044
42 H 0.167 0.569 -0.845  0.066
43 H -1.067 1.624 -1.496  0.082
44 H -0.359 0.598 -2.535  0.003
45 C 5.002 -0.162 -4.984  -0.118
46 C 4.683 -0.565 -3.542  -0.244
47 N 3.410 0.114 -3.255  -0.199
48 C 2.280 -0.466 -4.000  -0.209
49 C 0.899 0.208 -3.718  -0.077
50 C 3.162 0.188 -1.798  -0.206
51 C 2.727 1.655 -1.313  -0.049
52 H 5.155 0.898 -5.186  0.082
53 H 4.488 -0.727 -5.762  0.060
54 H 5.905 -0.687 -5.293  0.061
55 H 4.736 -1.649 -3.444  0.116
56 H 5.446 -0.055 -2.954  0.111
57 H 2.583 -0.501 -5.046  0.090
58 H 2.277 -1.511 -3.689  0.108
59 H 0.914 1.189 -4.192  0.095
60 H 0.094 -0.317 -4.233  0.085
61 H 0.683 0.292 -2.653  -0.005
62 H 4.127 0.155 -1.291  0.093
63 H 2.548 -0.615 -1.389  0.099
64 H 1.832 1.979 -1.844  0.048
65 H 3.471 2.410 -1.567  0.071
66 H 2.440 1.564 -0.266  0.042
67 C 0.013 2.694 2.825  -0.202
68 C 0.308 1.490 1.922  -0.197
69 O 1.451 0.865 2.405  -0.281
70 S 1.901 1.419 3.853  0.750
71 O 3.344 1.455 3.945  -0.212
72 O 1.103 0.726 4.819  -0.213
73 O 1.188 2.871 3.508  -0.175
74 H -0.683 2.560 3.654  0.132
75 H -0.391 3.583 2.341  0.103
76 H 0.512 2.088 1.034  0.132
77 H -0.503 0.832 1.608  0.081
78 C -2.425 5.877 0.421  -0.173
79 C -2.407 5.310 1.843  -0.130
80 O -1.983 3.956 1.688  -0.273
81 S -2.673 3.291 0.353  0.861
82 O -4.093 3.012 0.543  -0.225
83 O -1.840 2.173 -0.101  -0.286
84 O -2.415 4.759 -0.431  -0.183
85 H -1.676 6.627 0.167  0.136
86 H -3.379 6.367 0.228  0.129
87 H -3.434 5.225 2.197  0.130
88 H -1.728 5.694 2.604  0.146
89 C -4.891 -3.061 -1.820  -0.084
90 C -5.012 -3.195 -3.345  -0.164
91 O -3.741 -2.789 -3.882  -0.195
92 S -2.842 -1.871 -2.809  0.728
93 O -2.616 -0.547 -3.367  -0.216
94 O -1.690 -2.675 -2.343  -0.247
95 O -4.020 -1.859 -1.746  -0.265
96 H -4.334 -3.916 -1.435  0.129
97 H -5.799 -2.792 -1.282  0.141
98 H -5.836 -2.575 -3.697  0.130
99 H -5.109 -4.247 -3.615  0.133



Number 1: maximum force 10.8 eV Å⁻¹. Number 2: maximum force 4.0 eV Å⁻¹. Number 3: maximum force 5.4 eV Å⁻¹. Number 4: maximum force 3.6 eV Å⁻¹. Number 5: maximum force 3.2 eV Å⁻¹. Number 6: maximum force 3.3 eV Å⁻¹. Number 7: maximum force 7.3 eV Å⁻¹. Number 8: maximum force 8.0 eV Å⁻¹.